1.
This record from the Open Molecules 2025 dataset describes a cluster of 2 separate species, C28H60BN3O3 in total at a distorted geometry. The level of theory is ωB97M-V/def2-TZVPD.

Last column: Löwdin charge in e.
Cartesian coordinates (Å):
C -2.751 7.641 2.890  -0.14
C -3.854 7.637 1.727  -0.26
C -3.109 7.688 0.295  -0.23
C -3.885 6.847 -0.831  -0.21
C -3.501 7.303 -2.343  -0.22
C -2.317 6.434 -2.981  -0.22
C -1.022 6.418 -2.007  -0.22
C 0.354 6.178 -2.801  -0.21
C 1.524 6.073 -1.688  -0.21
C 2.056 4.563 -1.534  -0.21
C 2.325 4.240 0.038  -0.10
C 3.103 2.848 0.272  -0.42
N 3.455 2.031 -0.946  0.06
O 4.435 3.152 0.802  -0.12
B 4.432 3.090 2.300  -0.65
O 3.232 2.346 2.796  -0.06
C 2.554 2.028 1.575  -0.27
C 2.106 0.528 1.263  -0.10
C 3.192 -0.585 1.740  -0.13
N 2.415 -1.816 2.060  -0.10
C 2.558 -2.893 1.049  -0.24
C 2.285 -2.385 -0.470  -0.09
C 2.558 -2.268 3.438  -0.37
C 2.442 -3.838 3.864  -0.03
O 2.730 -1.500 4.427  0.02
H -2.333 8.701 3.019  0.08
H -1.844 6.977 2.632  0.08
H -3.138 7.269 3.892  0.07
H -4.513 8.572 1.859  0.10
H -4.555 6.731 1.779  0.10
H -2.967 8.789 0.036  0.11
H -2.063 7.233 0.430  0.09
H -5.004 7.035 -0.713  0.10
H -3.692 5.730 -0.731  0.11
H -3.218 8.408 -2.399  0.11
H -4.454 7.148 -2.955  0.10
H -2.708 5.367 -3.156  0.11
H -2.076 6.881 -4.008  0.11
H -1.178 5.713 -1.126  0.11
H -0.960 7.476 -1.554  0.11
H 0.353 5.228 -3.427  0.10
H 0.568 7.116 -3.410  0.11
H 1.115 6.406 -0.664  0.10
H 2.422 6.743 -1.946  0.11
H 1.309 3.802 -1.970  0.10
H 3.092 4.469 -2.027  0.11
H 2.991 5.053 0.506  0.14
H 1.298 4.292 0.531  0.10
H 4.096 2.609 -1.513  0.07
H 2.577 1.867 -1.478  0.06
H 4.579 4.219 2.683  0.04
H 5.472 2.550 2.588  0.04
H 1.528 2.548 1.736  0.13
H 1.796 0.407 0.175  0.08
H 1.164 0.310 1.890  0.12
H 3.751 -0.116 2.610  0.13
H 3.978 -0.742 0.912  0.13
H 1.735 -3.684 1.230  0.08
H 3.547 -3.471 1.118  0.13
H 3.258 -1.911 -0.840  0.08
H 1.413 -1.644 -0.471  0.08
H 2.043 -3.249 -1.175  0.05
H 3.412 -4.408 3.713  0.08
H 2.184 -3.887 4.983  0.09
H 1.541 -4.318 3.334  0.04
C -3.051 -7.891 -3.280  -0.10
C -1.797 -7.031 -3.248  -0.23
C -0.716 -7.422 -2.242  -0.10
N -1.090 -7.296 -0.741  -0.22
C -2.191 -6.254 -0.516  -0.10
C -2.450 -5.963 0.950  -0.17
C -1.187 -5.473 1.621  -0.19
C -0.097 -6.519 1.479  -0.17
C 0.178 -6.852 0.017  -0.09
C -1.499 -8.674 -0.254  0.03
H -3.556 -7.984 -2.317  0.05
H -3.786 -7.444 -3.961  0.09
H -2.836 -8.900 -3.635  0.09
H -2.068 -5.979 -3.126  0.11
H -1.345 -7.092 -4.244  0.13
H 0.148 -6.773 -2.405  0.13
H -0.383 -8.449 -2.408  0.13
H -1.867 -5.342 -1.026  0.15
H -3.113 -6.614 -0.964  0.12
H -3.231 -5.204 1.029  0.13
H -2.832 -6.852 1.463  0.12
H -1.372 -5.253 2.675  0.13
H -0.858 -4.534 1.153  0.13
H -0.375 -7.425 2.029  0.12
H 0.828 -6.151 1.935  0.11
H 0.915 -7.652 -0.080  0.14
H 0.555 -5.960 -0.493  0.13
H -0.646 -9.342 -0.379  0.11
H -2.337 -9.025 -0.851  0.10
H -1.778 -8.629 0.796  0.10

Results
- strongest force on any atom (eV/Å) = 4.4
- relative energy (zero: lowest compared OMol25 entry of this formula, charge and spin) (kJ/mol) = 492.69
- calculated total energy (a.u.) = -1517.44327
- lowest unoccupied orbital energy (eV) = -1.17

2.
This record from the Open Molecules 2025 dataset describes a structure of composition C28H60BO14PtS7 at a distorted geometry. The level of theory is ωB97M-V/def2-TZVPD.

Last column: Löwdin charge in e.
Cartesian coordinates (Å):
Pt 0.247 -0.450 1.681  1.60
B 0.177 0.048 -0.539  -0.48
H 0.475 -0.957 -0.285  -0.02
H 0.700 0.705 0.139  -0.04
H 0.499 0.281 -1.542  0.03
H -0.892 0.133 -0.413  -0.03
C -5.250 -2.817 1.459  -0.17
C -5.221 -1.761 0.254  -0.16
C -4.336 -0.515 0.615  -0.12
S -3.172 -1.157 2.047  0.81
O -3.587 -0.600 3.339  -0.31
O -1.764 -1.161 1.640  -0.50
C -3.846 -2.905 2.058  -0.20
H -5.674 -3.796 1.237  0.12
H -5.872 -2.296 2.187  0.11
H -6.189 -1.516 -0.184  0.12
H -4.647 -2.205 -0.560  0.07
H -4.686 0.477 0.903  0.08
H -3.645 -0.321 -0.205  0.08
H -3.687 -3.402 3.014  0.11
H -3.264 -3.415 1.290  0.07
C -1.307 5.096 1.348  -0.18
C -1.021 4.978 2.872  -0.16
C -1.755 3.666 3.381  -0.15
S -1.868 2.570 1.908  0.80
O -3.279 2.252 1.599  -0.32
O -0.946 1.423 2.076  -0.47
C -1.268 3.729 0.662  -0.21
H -0.559 5.733 0.876  0.12
H -2.300 5.523 1.203  0.13
H -1.364 5.849 3.431  0.12
H 0.023 4.966 3.186  0.09
H -2.771 3.905 3.695  0.11
H -1.236 3.068 4.130  0.09
H -1.897 3.635 -0.223  0.11
H -0.260 3.391 0.422  0.09
C -3.012 -1.446 -3.945  -0.21
C -3.325 -2.898 -4.395  -0.19
C -3.137 -3.808 -3.112  -0.17
S -1.677 -3.066 -2.167  0.74
O -0.434 -3.765 -2.611  -0.36
O -2.047 -3.066 -0.761  -0.36
C -1.801 -1.399 -3.038  -0.20
H -3.931 -1.160 -3.433  0.11
H -2.873 -0.835 -4.837  0.12
H -2.770 -3.236 -5.270  0.11
H -4.372 -3.022 -4.672  0.11
H -3.002 -4.889 -3.138  0.11
H -3.973 -3.518 -2.475  0.08
H -0.870 -1.349 -3.602  0.11
H -1.817 -0.617 -2.279  0.06
C -1.946 3.466 -3.756  -0.17
C -1.446 4.658 -4.652  -0.17
C 0.130 4.711 -4.583  -0.19
S 0.708 3.579 -3.280  0.69
O 0.683 4.308 -2.032  -0.34
O 1.875 2.783 -3.747  -0.35
C -0.737 2.550 -3.406  -0.24
H -2.791 3.027 -4.286  0.11
H -2.290 3.893 -2.814  0.10
H -2.006 5.558 -4.396  0.11
H -1.685 4.595 -5.714  0.11
H 0.636 5.668 -4.458  0.11
H 0.517 4.208 -5.469  0.10
H -0.866 1.963 -2.496  0.08
H -0.383 1.886 -4.194  0.10
C 4.213 3.720 2.070  -0.14
C 4.582 3.254 3.507  -0.19
C 3.852 1.877 3.763  -0.15
S 2.115 2.210 3.119  0.80
O 1.293 2.768 4.173  -0.29
O 1.696 0.947 2.423  -0.50
C 2.606 3.516 1.946  -0.15
H 4.792 3.060 1.424  0.10
H 4.577 4.723 1.846  0.12
H 4.283 4.001 4.243  0.11
H 5.659 3.160 3.644  0.12
H 3.892 1.437 4.759  0.11
H 4.281 1.134 3.091  0.08
H 1.899 4.344 2.001  0.09
H 2.311 3.097 0.984  0.09
C 1.804 -6.118 2.804  -0.19
C 1.843 -5.699 1.347  -0.20
C 0.511 -4.961 1.005  -0.16
S 0.126 -3.911 2.430  0.79
O -1.197 -4.207 2.927  -0.28
O 0.520 -2.509 2.159  -0.47
C 1.397 -4.780 3.467  -0.18
H 2.787 -6.424 3.161  0.13
H 1.195 -6.966 3.116  0.13
H 2.190 -6.548 0.758  0.13
H 2.700 -5.029 1.282  0.10
H -0.212 -5.758 1.180  0.11
H 0.322 -4.398 0.091  0.09
H 1.065 -4.712 4.503  0.11
H 2.230 -4.082 3.376  0.10
C 4.662 -0.843 -2.290  -0.17
C 5.271 -2.058 -1.469  -0.20
C 4.741 -2.071 -0.086  -0.19
S 3.643 -0.571 0.100  0.75
O 4.324 0.627 0.579  -0.30
O 2.525 -1.098 0.835  -0.42
C 3.345 -0.347 -1.682  -0.20
H 4.390 -1.134 -3.305  0.12
H 5.439 -0.084 -2.384  0.12
H 6.358 -2.028 -1.399  0.12
H 5.167 -2.992 -2.021  0.12
H 5.388 -2.168 0.785  0.12
H 4.076 -2.935 -0.093  0.10
H 2.877 0.628 -1.821  0.10
H 2.546 -1.001 -2.030  0.11

Results
- strongest force on any atom (eV/Å) = 4.8
- calculated total energy (a.u.) = -5086.75367
- total charge = +2
- lowest unoccupied orbital energy (alpha / beta) (eV) = -4.34 / -8.49
- multiplicity = 4

3.
This record from the Open Molecules 2025 dataset describes a cluster of 9 separate species, C28H61BF3O11S8 in total at a distorted geometry. The level of theory is ωB97M-V/def2-TZVPD.

Last column: Löwdin charge in e.
Cartesian coordinates (Å):
C 9.353 -0.705 1.906  -0.07
B 7.737 -0.889 2.069  -0.80
O 6.982 -1.340 0.851  -0.07
C 5.627 -1.312 1.372  -0.15
C 5.499 -0.101 2.500  -0.27
C 4.731 1.164 1.893  -0.02
C 3.139 1.110 1.963  -0.26
O 2.546 2.167 2.382  -0.03
C 2.208 -0.126 1.611  -0.07
C 2.413 -1.597 2.051  -0.02
C 1.507 -2.794 1.662  -0.05
C 0.274 -2.486 0.744  -0.06
C -0.027 -1.013 0.296  -0.05
C 0.933 0.156 0.727  0.00
C 5.322 -0.502 4.043  -0.29
F 4.054 -0.176 4.613  0.04
F 5.499 -1.915 4.291  0.02
F 6.294 0.138 4.892  0.05
O 6.913 0.292 2.466  -0.05
H 9.875 -1.099 2.852  0.05
H 9.682 -1.434 1.050  0.04
H 9.684 0.345 1.593  0.05
H 7.557 -1.840 2.800  0.09
H 4.780 -1.080 0.636  0.12
H 5.363 -2.341 1.797  0.11
H 5.123 2.112 2.401  0.14
H 5.003 1.244 0.773  0.11
H 3.328 -1.841 2.711  0.09
H 1.785 -3.844 2.026  0.09
H -0.359 -3.384 0.441  0.06
H -0.949 -0.830 -0.347  0.07
H 0.703 1.220 0.397  0.07
C -2.381 4.554 2.200  -0.28
S -1.396 3.085 1.833  0.79
O -2.339 1.928 1.730  -0.57
C -0.590 2.985 3.445  -0.26
H -3.000 4.782 1.330  0.00
H -3.023 4.368 3.063  0.05
H -1.718 5.398 2.401  0.05
H -1.342 2.894 4.232  0.05
H 0.016 3.878 3.606  0.06
H 0.054 2.105 3.455  0.04
C -4.063 -1.876 -0.066  -0.26
S -4.027 -3.491 0.736  0.83
O -2.613 -3.979 0.697  -0.57
C -4.937 -4.366 -0.555  -0.27
H -3.511 -1.169 0.557  0.05
H -3.592 -1.935 -1.049  0.06
H -5.096 -1.539 -0.163  0.01
H -4.413 -4.274 -1.508  0.04
H -5.943 -3.951 -0.638  0.06
H -5.003 -5.419 -0.279  0.05
C -8.698 1.340 0.563  -0.27
S -7.233 0.570 -0.164  0.81
O -6.877 -0.609 0.687  -0.55
C -6.089 1.903 0.251  -0.24
H -9.539 0.655 0.451  0.05
H -8.530 1.535 1.624  0.05
H -8.919 2.272 0.040  0.05
H -6.081 2.064 1.331  0.07
H -6.394 2.817 -0.262  0.02
H -5.091 1.618 -0.080  0.06
C 12.600 -4.890 2.197  -0.29
S 10.947 -4.532 1.559  0.81
O 10.894 -3.075 1.247  -0.55
C 10.081 -4.780 3.124  -0.26
H 13.318 -4.757 1.387  0.04
H 12.842 -4.205 3.012  0.05
H 12.641 -5.923 2.549  0.04
H 10.478 -4.102 3.881  0.06
H 10.201 -5.816 3.447  0.04
H 9.022 -4.570 2.969  0.05
C -3.690 -7.768 -5.309  -0.28
S -3.746 -6.706 -3.849  0.80
O -5.158 -6.244 -3.686  -0.56
C -2.810 -5.341 -4.572  -0.27
H -4.253 -8.677 -5.095  0.05
H -4.140 -7.256 -6.162  0.05
H -2.654 -8.030 -5.531  0.05
H -3.314 -4.978 -5.470  0.06
H -1.802 -5.680 -4.817  0.05
H -2.751 -4.536 -3.838  0.05
C -6.451 -0.564 -5.234  -0.27
S -6.616 1.006 -4.357  0.81
O -6.255 0.760 -2.928  -0.60
C -8.418 1.089 -4.454  -0.27
H -5.394 -0.834 -5.260  0.05
H -7.011 -1.343 -4.714  0.06
H -6.820 -0.452 -6.255  0.05
H -8.857 0.208 -3.982  0.06
H -8.724 1.148 -5.500  0.05
H -8.751 1.986 -3.929  0.05
C 2.435 4.447 -0.720  -0.27
S 3.901 3.688 -1.451  0.83
O 4.271 2.520 -0.598  -0.54
C 5.036 5.033 -1.046  -0.27
H 1.599 3.753 -0.825  0.04
H 2.607 4.647 0.339  0.06
H 2.202 5.375 -1.246  0.05
H 5.047 5.198 0.033  0.06
H 4.721 5.943 -1.562  0.05
H 6.035 4.755 -1.381  0.05
C -5.099 8.134 -1.140  -0.27
S -5.055 6.524 -0.323  0.82
O -3.638 6.044 -0.355  -0.55
C -5.957 5.633 -1.609  -0.26
H -4.553 8.849 -0.523  0.05
H -4.626 8.068 -2.122  0.06
H -6.134 8.464 -1.243  0.05
H -5.432 5.721 -2.562  0.06
H -6.965 6.043 -1.697  0.05
H -6.017 4.583 -1.324  0.02

Results
- strongest force on any atom (eV/Å) = 4.9
- calculated total energy (a.u.) = -5440.68374
- total charge = -1
- lowest unoccupied orbital energy (eV) = 1.08

4.
This record from the Open Molecules 2025 dataset describes a cluster of 7 separate species, C28H62F3O26P3S3 in total at a distorted geometry. The level of theory is ωB97M-V/def2-TZVPD.

Last column: Löwdin charge in e.
Cartesian coordinates (Å):
C 3.863 -3.888 -14.252  -0.06
C 4.781 -2.718 -13.937  -0.15
O 4.357 -2.233 -12.635  0.02
C 3.810 -1.054 -12.457  -0.42
O 3.410 -0.378 -13.327  0.18
C 3.627 -0.673 -10.925  -0.54
F 4.492 0.267 -10.573  0.19
F 2.343 -0.428 -10.629  0.16
F 3.911 -1.702 -10.140  0.15
H 2.954 -3.553 -14.751  0.06
H 3.592 -4.473 -13.373  0.08
H 4.251 -4.619 -14.961  0.07
H 4.873 -1.963 -14.718  0.13
H 5.752 -3.170 -13.737  0.12
C 4.603 -11.206 -8.165  -0.05
C 3.847 -10.218 -9.049  -0.29
O 2.965 -9.408 -8.320  -0.18
P 3.091 -7.781 -8.172  0.59
O 3.270 -6.962 -9.457  -0.27
O 4.330 -7.696 -7.040  -0.21
C 5.723 -7.448 -7.338  -0.27
C 6.699 -8.086 -6.342  -0.06
O 1.815 -7.385 -7.300  -0.20
C 1.337 -8.080 -6.179  -0.28
C 0.666 -7.046 -5.335  -0.07
H 3.918 -11.785 -7.546  0.08
H 5.283 -11.960 -8.562  0.09
H 5.132 -10.595 -7.434  0.05
H 4.605 -9.613 -9.547  0.11
H 3.242 -10.774 -9.765  0.10
H 5.908 -7.651 -8.393  0.11
H 5.922 -6.390 -7.172  0.11
H 6.402 -7.820 -5.327  0.08
H 6.710 -9.155 -6.556  0.06
H 7.715 -7.744 -6.541  0.08
H 0.699 -8.914 -6.470  0.13
H 2.166 -8.534 -5.636  0.12
H 0.428 -7.357 -4.318  0.08
H 1.368 -6.237 -5.137  0.09
H -0.255 -6.660 -5.773  0.08
C -8.703 -5.980 -10.051  -0.07
C -8.115 -5.758 -11.461  -0.28
O -7.025 -4.878 -11.333  -0.20
P -7.028 -3.383 -11.941  0.54
O -8.420 -2.847 -12.044  -0.24
O -6.100 -3.509 -13.349  -0.20
C -4.815 -4.113 -13.410  -0.28
C -3.848 -3.080 -14.015  -0.05
O -6.056 -2.521 -10.989  -0.20
C -6.294 -2.526 -9.601  -0.27
C -6.836 -1.102 -9.392  -0.06
H -9.112 -5.081 -9.589  0.08
H -9.578 -6.629 -10.024  0.07
H -7.946 -6.487 -9.453  0.07
H -7.793 -6.688 -11.930  0.12
H -8.956 -5.384 -12.044  0.11
H -4.476 -4.523 -12.459  0.10
H -4.877 -4.939 -14.119  0.12
H -3.641 -2.323 -13.258  0.07
H -2.886 -3.538 -14.246  0.05
H -4.210 -2.705 -14.972  0.09
H -7.021 -3.262 -9.257  0.11
H -5.342 -2.726 -9.110  0.10
H -6.287 -0.380 -9.995  0.08
H -7.771 -1.121 -9.951  0.07
H -7.016 -0.752 -8.375  0.08
C -0.476 -2.196 -12.983  -0.05
C -0.055 -3.233 -14.022  -0.25
O 0.129 -4.614 -13.611  -0.18
P -0.154 -5.847 -14.592  0.49
O -1.157 -5.619 -15.680  -0.25
O 1.347 -6.319 -15.100  -0.23
C 1.590 -7.391 -16.051  -0.22
C 2.781 -6.987 -16.979  -0.04
O -0.690 -6.967 -13.559  -0.19
C -1.813 -6.764 -12.759  -0.28
C -1.741 -7.577 -11.462  -0.05
H -1.180 -2.632 -12.274  0.06
H 0.422 -2.035 -12.386  0.06
H -0.864 -1.269 -13.406  0.10
H -0.711 -3.217 -14.893  0.10
H 0.899 -2.897 -14.428  0.10
H 1.797 -8.226 -15.381  0.09
H 0.661 -7.776 -16.472  0.12
H 3.559 -6.554 -16.351  0.06
H 3.233 -7.709 -17.658  0.08
H 2.430 -6.242 -17.693  0.07
H -1.901 -5.706 -12.513  0.10
H -2.718 -6.951 -13.336  0.12
H -0.768 -7.497 -10.977  0.06
H -2.451 -7.218 -10.717  0.07
H -2.032 -8.621 -11.584  0.08
O -1.531 1.542 -3.853  -0.24
S -2.562 1.090 -4.775  0.74
O -3.716 1.994 -4.971  -0.26
O -1.960 0.816 -6.271  -0.19
C -2.467 -0.392 -6.765  -0.20
C -2.754 -1.344 -5.582  -0.18
O -3.024 -0.482 -4.499  -0.19
H -3.293 -0.255 -7.464  0.13
H -1.663 -0.841 -7.348  0.12
H -1.925 -2.034 -5.430  0.12
H -3.605 -1.951 -5.890  0.13
O -3.083 -4.391 -10.037  -0.22
S -1.907 -4.122 -9.223  0.72
O -2.012 -3.864 -7.795  -0.25
O -0.801 -5.325 -9.424  -0.25
C 0.556 -4.937 -9.170  -0.13
C 0.545 -3.369 -9.305  -0.11
O -0.757 -3.153 -9.898  -0.25
H 0.877 -5.231 -8.171  0.11
H 1.129 -5.438 -9.951  0.12
H 1.315 -2.929 -9.939  0.12
H 0.537 -2.891 -8.326  0.12
O 4.557 -11.026 -11.968  -0.26
S 3.556 -10.439 -12.880  0.72
O 2.900 -11.263 -13.907  -0.25
O 2.364 -9.718 -11.942  -0.21
C 2.202 -8.332 -12.281  -0.14
C 3.601 -7.946 -12.867  -0.17
O 4.111 -9.090 -13.505  -0.19
H 1.449 -8.254 -13.066  0.10
H 2.004 -7.655 -11.449  0.11
H 4.323 -7.578 -12.138  0.12
H 3.522 -7.063 -13.501  0.11

Results
- strongest force on any atom (eV/Å) = 3.8
- calculated total energy (a.u.) = -5578.68582
- lowest unoccupied orbital energy (eV) = 0.05
- SMILES string = CCOC(=O)C(F)(F)F.CCOP(=O)(OCC)OCC.CCOP(=O)(OCC)OCC.CCOP(=O)(OCC)OCC.O=S1(=O)OCCO1.O=S1(=O)OCCO1.O=S1(=O)OCCO1